Entry 1:
Formula: C39H91N13O13
Source: OMol25
Level of theory: wB97M-V/def2-TZVPD

## Properties
frontier orbital gap = 0.325 hartree
HOMO = -9.0 eV
energy = -87903.448 eV
E_LUMO = -0.20 eV

Geometry as XYZ:
```
156
C39H91N13O13 wB97M-V/def2-TZVPD
C -6.295 -0.709 2.528
O -6.890 -0.175 3.471
N -5.252 -1.553 2.594
C -4.588 -2.267 1.463
C -4.598 -1.866 3.898
H -6.659 -0.672 1.490
H -4.725 -1.690 0.548
H -4.883 -3.302 1.293
H -3.522 -2.413 1.638
H -5.021 -1.223 4.670
H -4.742 -2.894 4.231
H -3.530 -1.651 3.849
C 3.591 5.890 2.421
O 3.505 6.180 1.223
N 2.863 4.950 3.110
C 3.250 4.499 4.507
C 1.771 4.174 2.372
H 4.426 6.137 3.094
H 2.481 3.846 4.921
H 3.495 5.274 5.234
H 4.103 3.822 4.477
H 1.838 3.093 2.496
H 0.857 4.498 2.870
H 1.596 4.412 1.323
C 4.210 -4.288 3.258
O 3.642 -4.850 4.188
N 3.847 -3.131 2.739
C 2.700 -2.340 3.243
C 4.461 -2.537 1.606
H 5.086 -4.683 2.721
H 1.924 -2.074 2.526
H 2.986 -1.493 3.867
H 2.164 -3.019 3.905
H 3.724 -2.581 0.805
H 4.561 -1.456 1.710
H 5.329 -3.014 1.150
C 4.459 1.514 2.767
O 4.865 0.903 3.783
N 5.295 2.081 1.928
C 4.870 2.900 0.796
C 6.749 2.175 2.230
H 3.487 1.402 2.262
H 5.450 2.724 -0.110
H 4.949 3.965 1.014
H 3.794 2.760 0.689
H 7.099 3.158 2.546
H 7.015 1.513 3.054
H 7.274 1.801 1.351
C -0.140 -0.333 4.993
O 0.708 0.539 4.728
N 0.081 -1.295 5.887
C -0.770 -2.424 6.076
C 1.332 -1.390 6.517
H -1.104 -0.445 4.473
H -1.688 -2.528 5.497
H -1.248 -2.565 7.045
H -0.199 -3.341 5.928
H 1.936 -2.256 6.244
H 1.955 -0.501 6.417
H 1.131 -1.538 7.578
C -2.287 3.984 -2.963
O -1.898 3.580 -1.902
N -2.150 3.365 -4.128
C -2.698 3.888 -5.351
C -1.518 1.998 -4.261
H -2.689 4.990 -3.163
H -1.871 4.040 -6.044
H -3.075 4.902 -5.218
H -3.352 3.163 -5.836
H -2.175 1.459 -4.942
H -0.509 2.061 -4.668
H -1.630 1.503 -3.296
C 2.173 4.599 -4.536
O 1.760 3.483 -4.741
N 2.075 5.186 -3.357
C 2.487 6.610 -3.184
C 1.558 4.501 -2.168
H 2.635 5.299 -5.250
H 1.623 7.145 -2.788
H 2.887 7.143 -4.046
H 3.283 6.439 -2.459
H 1.152 5.099 -1.353
H 0.841 3.810 -2.612
H 2.276 3.741 -1.861
C -2.960 -1.763 -4.215
O -2.056 -1.094 -3.645
N -3.479 -2.889 -3.737
C -4.616 -3.501 -4.348
C -2.946 -3.590 -2.458
H -3.328 -1.478 -5.213
H -5.381 -3.611 -3.580
H -4.344 -4.412 -4.882
H -5.043 -2.765 -5.029
H -2.962 -4.640 -2.752
H -1.904 -3.357 -2.240
H -3.604 -3.664 -1.592
C -2.476 -4.778 3.052
O -1.800 -4.056 3.769
N -2.049 -5.014 1.770
C -2.842 -5.671 0.765
C -0.715 -4.740 1.287
H -3.509 -5.122 3.215
H -2.790 -5.416 -0.294
H -3.908 -5.456 0.841
H -2.522 -6.712 0.815
H 0.017 -4.284 1.954
H -0.289 -5.639 0.842
H -0.959 -4.018 0.508
C 0.465 -3.922 -3.910
O 0.010 -4.719 -4.724
N 0.747 -4.253 -2.630
C 0.930 -3.213 -1.647
C 0.569 -5.593 -2.104
H 0.720 -2.863 -4.075
H 0.103 -3.264 -0.939
H 1.091 -2.264 -2.157
H 1.824 -3.346 -1.037
H -0.248 -5.662 -1.386
H 0.501 -6.388 -2.846
H 1.516 -5.865 -1.638
C 4.563 1.857 -2.900
O 5.583 2.245 -3.499
N 4.526 0.908 -1.887
C 3.370 0.459 -1.193
C 5.733 0.228 -1.522
H 3.597 2.338 -3.115
H 3.263 -0.625 -1.146
H 2.447 0.862 -1.610
H 3.383 0.833 -0.169
H 6.483 0.398 -2.295
H 6.216 0.519 -0.589
H 5.860 -0.854 -1.494
C -6.901 2.288 -1.484
O -7.411 3.350 -1.094
N -6.208 2.253 -2.605
C -5.344 1.133 -2.869
C -5.997 3.401 -3.560
H -6.877 1.406 -0.825
H -5.649 0.248 -2.311
H -4.275 1.262 -2.699
H -5.316 0.848 -3.921
H -6.139 3.173 -4.617
H -6.661 4.221 -3.289
H -5.005 3.825 -3.409
C 0.123 1.336 -0.064
O 1.150 1.629 0.494
N -0.610 0.175 0.204
C -0.174 -0.772 1.275
C -1.892 -0.035 -0.431
H -0.414 1.953 -0.801
H 0.616 -0.410 1.933
H 0.087 -1.714 0.793
H -1.054 -1.218 1.738
H -2.568 -0.375 0.354
H -2.314 0.880 -0.845
H -1.861 -0.708 -1.287
```

***

Entry 2:
Formula: C39H91N13O13
Source: OMol25
Level of theory: wB97M-V/def2-TZVPD

## Properties
frontier orbital gap = 0.336 hartree
HOMO = -8.6 eV
energy = -87905.141 eV
E_LUMO = 0.53 eV

Geometry as XYZ:
```
156
C39H91N13O13 wB97M-V/def2-TZVPD
C 8.237 13.798 13.422
O 8.465 14.500 12.438
N 7.552 14.206 14.488
C 7.254 13.442 15.552
C 7.318 15.674 14.598
H 8.464 12.760 13.436
H 6.493 12.688 15.303
H 6.770 14.015 16.400
H 8.142 12.973 15.897
H 7.768 16.251 13.812
H 6.275 15.875 14.608
H 7.713 15.985 15.534
C 16.827 16.298 11.137
O 15.669 15.868 11.066
N 17.177 17.342 11.881
C 18.525 17.938 11.778
C 16.127 18.161 12.472
H 17.599 15.758 10.633
H 18.615 18.794 10.920
H 19.205 17.124 11.376
H 18.935 18.322 12.718
H 16.603 18.990 13.067
H 15.533 18.604 11.677
H 15.452 17.623 13.132
C 15.323 11.779 15.759
O 15.161 11.058 14.775
N 14.639 11.706 16.970
C 13.724 10.593 17.246
C 15.063 12.726 17.951
H 16.042 12.644 15.751
H 12.684 10.800 16.915
H 13.770 10.419 18.320
H 14.171 9.740 16.666
H 15.771 13.391 17.522
H 14.184 13.203 18.352
H 15.640 12.430 18.769
C 15.455 15.504 16.507
O 16.597 15.288 16.113
N 14.394 15.453 15.687
C 13.091 15.756 16.215
C 14.572 15.071 14.318
H 15.289 15.816 17.514
H 12.388 14.920 15.986
H 12.790 16.719 15.953
H 13.202 15.730 17.297
H 13.870 15.603 13.672
H 15.541 15.377 14.053
H 14.304 14.005 14.186
C 12.558 15.254 11.289
O 12.116 14.475 12.130
N 12.009 15.406 10.066
C 12.691 16.099 8.987
C 10.843 14.571 9.639
H 13.487 15.809 11.456
H 11.918 16.433 8.235
H 13.423 15.592 8.377
H 13.233 16.893 9.500
H 10.140 15.211 9.226
H 11.175 13.747 9.002
H 10.442 14.166 10.617
C 17.969 11.176 18.444
O 18.095 10.218 17.688
N 18.257 12.402 18.021
C 18.122 13.612 18.822
C 18.798 12.620 16.647
H 17.791 11.074 19.505
H 17.603 13.302 19.798
H 17.439 14.265 18.330
H 19.037 14.090 19.084
H 18.065 12.266 15.962
H 18.976 13.653 16.459
H 19.797 12.073 16.553
C 18.939 15.306 13.652
O 19.775 16.001 14.222
N 19.236 14.215 12.909
C 20.544 13.646 12.792
C 18.186 13.593 12.128
H 17.872 15.481 13.835
H 21.156 13.998 11.955
H 20.475 12.510 12.681
H 21.056 13.857 13.732
H 18.404 13.618 11.007
H 18.227 12.480 12.395
H 17.238 14.079 12.377
C 20.507 18.543 18.993
O 19.479 18.568 19.652
N 20.614 17.951 17.793
C 19.565 17.046 17.238
C 21.656 18.388 16.856
H 21.383 19.138 19.200
H 19.714 16.836 16.239
H 18.538 17.441 17.296
H 19.407 16.141 17.871
H 21.914 17.561 16.271
H 21.249 19.199 16.169
H 22.539 18.780 17.384
C 14.435 16.925 20.338
O 14.391 15.963 19.552
N 15.503 17.716 20.581
C 16.801 17.485 19.994
C 15.297 19.039 21.210
H 13.566 17.351 20.795
H 17.167 18.403 19.537
H 16.799 16.712 19.244
H 17.449 17.183 20.702
H 14.244 19.159 21.379
H 15.893 18.965 22.159
H 15.754 19.779 20.601
C 12.265 18.724 12.903
O 13.261 18.142 13.319
N 10.949 18.273 13.020
C 10.652 16.950 13.680
C 9.879 19.040 12.347
H 12.354 19.572 12.230
H 9.978 17.166 14.505
H 11.577 16.768 14.194
H 10.238 16.110 13.035
H 10.239 19.815 11.701
H 9.433 18.377 11.581
H 9.143 19.329 13.052
C 19.345 9.385 14.723
O 20.111 10.199 14.231
N 18.080 9.149 14.365
C 17.603 9.755 13.176
C 17.198 8.337 15.043
H 19.525 8.908 15.750
H 18.424 9.950 12.559
H 16.993 10.608 13.396
H 16.893 9.006 12.657
H 17.806 7.834 15.769
H 16.426 8.906 15.672
H 16.692 7.637 14.415
C 14.814 19.422 17.150
O 14.172 19.855 18.037
N 15.946 20.005 16.596
C 16.671 21.110 17.287
C 16.931 19.226 15.912
H 14.556 18.445 16.637
H 17.506 20.635 17.872
H 15.976 21.705 17.944
H 17.150 21.807 16.546
H 17.817 18.946 16.515
H 16.379 18.379 15.506
H 17.381 19.767 15.028
C 11.546 12.138 14.202
O 10.542 11.991 14.971
N 12.275 11.128 13.641
C 13.058 11.393 12.437
C 12.041 9.782 13.998
H 11.674 13.139 13.785
H 12.415 11.257 11.564
H 13.847 10.632 12.425
H 13.517 12.433 12.413
H 11.862 9.149 13.108
H 12.899 9.445 14.636
H 11.108 9.871 14.616
```

***

Entry 3:
Formula: C39H92BIO18S6
Source: OMol25
Level of theory: wB97M-V/def2-TZVPD

## Properties
frontier orbital gap = 0.346 hartree
HOMO = -9.3 eV
energy = -152574.415 eV
E_LUMO = 0.12 eV

Geometry as XYZ:
```
157
C39H92BIO18S6 wB97M-V/def2-TZVPD
C 8.195 3.582 -1.728
C 7.265 2.317 -1.546
C 7.073 1.621 -2.938
C 6.598 0.130 -2.754
C 5.037 0.038 -2.796
C 4.575 -1.210 -1.966
C 3.089 -1.166 -1.474
C 2.044 -0.710 -2.552
C 1.033 -1.832 -3.009
C -0.451 -1.298 -3.136
C -1.393 -2.052 -2.117
C -2.827 -2.325 -2.685
C -3.846 -1.150 -2.486
C -3.923 -0.589 -1.024
C -4.813 0.725 -1.099
C -4.521 1.709 0.082
C -3.062 2.306 0.074
C -2.994 3.874 -0.152
B -2.606 4.217 -1.681
C -3.488 3.743 -2.940
I -5.574 4.298 -2.610
C -3.033 4.379 -4.314
C -3.939 3.756 -5.455
H 9.186 3.446 -1.241
H 8.412 3.766 -2.806
H 7.744 4.494 -1.278
H 6.282 2.686 -1.191
H 7.763 1.628 -0.838
H 6.344 2.176 -3.562
H 8.066 1.584 -3.443
H 6.985 -0.209 -1.762
H 7.087 -0.534 -3.507
H 4.516 0.972 -2.495
H 4.732 -0.151 -3.856
H 5.207 -1.220 -1.042
H 4.827 -2.168 -2.484
H 2.833 -2.204 -1.147
H 3.008 -0.536 -0.563
H 2.484 -0.260 -3.464
H 1.435 0.101 -2.078
H 1.370 -2.189 -4.013
H 1.120 -2.689 -2.310
H -0.806 -1.450 -4.178
H -0.458 -0.194 -2.965
H -1.381 -1.530 -1.139
H -0.927 -3.054 -1.956
H -3.214 -3.296 -2.303
H -2.711 -2.452 -3.790
H -4.860 -1.569 -2.709
H -3.691 -0.342 -3.235
H -2.945 -0.262 -0.621
H -4.475 -1.288 -0.364
H -4.627 1.233 -2.076
H -5.891 0.439 -1.074
H -5.245 2.551 0.093
H -4.615 1.111 1.021
H -2.411 1.787 -0.668
H -2.606 2.108 1.073
H -3.967 4.315 0.162
H -2.232 4.275 0.549
H -1.588 4.814 -1.869
H -3.387 2.634 -3.029
H -1.974 4.151 -4.553
H -3.208 5.475 -4.295
H -4.850 4.381 -5.583
H -4.309 2.762 -5.101
H -3.401 3.576 -6.406
O 5.165 -2.544 1.379
S 5.913 -3.705 1.778
O 5.266 -4.938 2.129
O 6.926 -3.292 2.959
C 6.383 -2.669 4.130
C 5.684 -3.667 5.033
C 7.132 -4.047 0.546
H 5.714 -1.851 3.850
H 7.226 -2.228 4.664
H 4.788 -4.069 4.558
H 5.384 -3.193 5.970
H 6.339 -4.510 5.255
H 7.653 -3.124 0.299
H 6.618 -4.436 -0.332
H 7.823 -4.793 0.932
O -2.137 5.803 2.343
S -2.177 7.166 2.796
O -1.061 8.051 2.610
O -2.611 7.187 4.345
C -1.844 6.409 5.276
C -0.515 7.061 5.607
C -3.625 7.945 2.150
H -1.703 5.394 4.897
H -2.444 6.334 6.183
H 0.142 7.080 4.737
H -0.005 6.514 6.401
H -0.661 8.095 5.925
H -4.481 7.295 2.319
H -3.469 8.096 1.084
H -3.759 8.904 2.647
O 2.241 6.445 7.443
S 2.969 5.272 7.842
O 2.293 4.056 8.198
O 3.990 5.669 9.022
C 3.459 6.309 10.190
C 2.738 5.329 11.098
C 4.184 4.901 6.614
H 2.807 7.139 9.906
H 4.310 6.734 10.722
H 1.835 4.944 10.624
H 2.449 5.814 12.031
H 3.376 4.473 11.323
H 4.724 5.812 6.365
H 3.661 4.520 5.739
H 4.858 4.142 7.005
O 6.715 -6.623 -2.101
S 5.428 -7.090 -2.539
O 5.070 -8.480 -2.480
O 5.156 -6.543 -4.028
C 6.125 -6.832 -5.044
C 6.039 -8.270 -5.521
C 4.168 -6.156 -1.725
H 7.131 -6.591 -4.690
H 5.908 -6.162 -5.877
H 6.329 -8.965 -4.732
H 6.702 -8.432 -6.372
H 5.018 -8.518 -5.813
H 4.411 -5.098 -1.796
H 4.144 -6.468 -0.682
H 3.212 -6.369 -2.199
O -10.396 -0.589 -3.267
S -11.127 0.392 -2.513
O -11.812 1.477 -3.160
O -10.166 0.990 -1.369
C -8.905 1.548 -1.765
C -9.062 2.920 -2.394
C -12.263 -0.431 -1.439
H -8.379 0.863 -2.435
H -8.307 1.634 -0.857
H -9.588 2.860 -3.347
H -8.083 3.367 -2.575
H -9.642 3.578 -1.745
H -11.741 -1.231 -0.920
H -13.061 -0.839 -2.056
H -12.668 0.293 -0.736
O -2.813 -5.596 -0.825
S -3.694 -6.169 0.155
O -3.230 -6.533 1.465
O -4.454 -7.427 -0.500
C -3.661 -8.472 -1.078
C -3.033 -9.360 -0.020
C -5.107 -5.123 0.336
H -2.903 -8.051 -1.743
H -4.336 -9.067 -1.694
H -2.292 -8.814 0.564
H -2.535 -10.214 -0.483
H -3.790 -9.724 0.676
H -5.487 -4.870 -0.652
H -4.786 -4.225 0.859
H -5.859 -5.648 0.921
```